Record 1
This record from the OMol25 dataset describes C47H63CrFN2P2Si as an isolated structure. The level of theory is ωB97M-V with the def2-TZVPD basis set.

Lowest unoccupied orbital energy (alpha / beta) ... 0.59 / 0.28 eV
Strongest force on any atom ... 2.256 eV/Å
Energy above the lowest of the compared OMol25 structures with the same formula, charge and spin ... 0.358 eV
Gap between HOMO and LUMO (alpha / beta) ... 5.376 / 7.955 eV
HOMO (alpha / beta) ... -4.78 / -7.68 eV

ORCA input file:
```
! RIJCOSX wB97M-V def2-TZVPD def2/J DEFGRID3
* xyz 0 5
Cr 0.0180 -1.2517 -1.0193
P 0.2864 -1.5198 1.4703
P 0.1583 1.2556 -1.1869
Si 2.3964 -0.9645 -0.8892
F 0.0312 -3.0820 -1.4454
N -0.2213 -1.0758 -3.1173
N -2.1499 -1.5890 -1.2843
C 2.8922 -0.6601 0.9501
C 2.0335 4.0945 1.3369
C 2.8829 2.4707 -4.0507
C 4.5643 -0.1655 2.6274
C -0.4411 0.7966 2.8875
C 0.7490 -0.9620 -4.0208
C 1.6235 1.4439 -2.2730
C 2.3736 -0.8691 3.2949
C 1.8434 -5.7414 2.8883
C -2.5119 -1.6104 -2.6150
C -2.1889 -0.9536 2.9008
C 4.1681 -0.2397 1.3049
C 0.4378 2.7955 -0.1237
C 0.1969 -3.3302 2.0155
C -1.7515 -1.3701 -4.9738
C 0.7750 4.9461 1.4895
C 0.9498 -4.2709 1.0545
C -1.5142 1.6190 -1.9876
C 1.7177 2.3620 -3.3095
C -1.8932 2.7250 -2.9965
C 2.2018 -4.8698 1.6816
C 3.8042 -2.2023 -1.3831
C 0.5633 -1.0019 -5.3820
C 2.7182 0.6176 -1.9559
C 0.4482 4.1226 -0.8817
C 3.6589 -0.4841 3.6246
C -4.7023 -2.4516 -2.0214
C -4.2574 -2.5620 -0.6920
C -1.5082 -1.3285 -3.5756
C -3.8414 -1.9720 -2.9639
C -2.9952 -2.0926 -0.3980
C -2.9143 3.7051 -2.4233
C -1.4774 1.5414 3.7430
C -4.2094 2.9728 -2.0571
C -0.6814 -0.7151 2.8847
C -2.5115 1.6061 -0.8132
C -1.9971 0.6469 4.8636
C -3.9296 1.6275 -1.3692
C 0.6186 -3.6127 3.4609
C 3.8897 0.7860 -2.6824
C 0.7008 -5.1179 3.7012
C -2.7649 -0.5378 4.2649
C 1.9804 -0.9832 1.9617
C 0.1648 5.2523 0.1150
C -0.7399 -1.2122 -5.8728
C 1.7234 2.7242 0.7049
C 3.9800 1.6949 -3.7228
H -1.6681 0.6756 -2.5192
H 1.5397 -6.7334 2.5492
H 5.5685 0.1388 2.8830
H -2.4375 -2.0015 2.7283
H -0.4219 2.8126 0.5569
H -5.7117 -2.7315 -2.2835
H -3.8164 -0.2730 4.1388
H 1.3986 -0.8812 -6.0493
H 4.8940 1.7811 -4.2944
H 3.9477 -0.4307 4.6646
H -2.3708 2.4746 -0.1662
H -0.9208 -1.2686 -6.9355
H -0.8766 -3.5494 1.9170
H 2.7221 -5.4707 0.9325
H -2.6488 -0.3598 2.1078
H 0.0532 4.4141 2.1134
H 2.7298 -5.8636 3.5129
H -2.3248 1.8464 3.1265
H 3.7289 -2.5019 -2.4243
H -4.8871 -2.9804 0.0744
H 0.5703 6.1855 -0.2781
H -2.3452 0.7006 -0.2159
H 1.6298 1.9621 1.4786
H -3.1272 4.4813 -3.1640
H -4.1686 -1.8710 -3.9858
H -1.0321 3.2651 -3.3822
H -4.6592 1.4545 -0.5750
H 0.5624 1.0032 3.2638
H -4.8090 3.6083 -1.4042
H 0.2856 -5.0871 0.7607
H -0.2996 4.1459 -1.6679
H 1.6900 -1.0766 4.1048
H 0.8755 2.9848 -3.5659
H -2.5055 4.2072 -1.5438
H -2.7503 -1.5607 -5.3280
H 2.8817 -4.0698 1.9844
H 3.7441 -3.1045 -0.7803
H -2.6459 1.2184 5.5301
H -0.2717 -1.1479 3.8007
H -0.9148 5.3873 0.2209
H -2.6242 -2.1058 0.6186
H 2.5016 3.9541 2.3117
H -2.3570 2.2403 -3.8585
H -0.4934 1.1540 1.8555
H 2.5574 2.4262 0.0650
H 4.7476 0.1729 -2.4499
H 1.4247 4.2622 -1.3472
H 2.9284 3.1616 -4.8815
H -0.1016 -3.1843 4.1591
H -4.7919 2.7970 -2.9623
H -0.2516 -5.5712 3.4187
H -1.1564 0.2910 5.4629
H -1.0307 2.4467 4.1587
H 0.8536 -5.3052 4.7668
H 1.0144 5.8805 2.0017
H 1.7449 -0.8081 -3.6301
H 2.7407 4.6410 0.7124
H 4.8632 0.0312 0.5236
H -4.0279 0.8061 -2.0859
H 4.7898 -1.7732 -1.2234
H -2.7246 -1.3816 4.9568
H 1.5999 -3.1831 3.6578
H 1.2318 -3.7447 0.1435
*
```

Here are the Löwdin charges for atoms 1 to 4, given in e: 0.395 1.099 1.110 0.641

=====

Record 2
This record from the OMol25 dataset describes an isolated ion of composition C8H12N and charge +1. The level of theory is ωB97M-V with the def2-TZVPD basis set.

Lowest unoccupied orbital energy ... -4.60 eV
Strongest force on any atom ... 4.955 eV/Å
Energy above the lowest of the compared OMol25 structures with the same formula, charge and spin ... 0.000 eV
Gap between HOMO and LUMO ... 8.660 eV
HOMO ... -13.26 eV

ORCA input file:
```
! RIJCOSX wB97M-V def2-TZVPD def2/J DEFGRID3
* xyz 1 1
N -2.1629 -0.0446 -0.6514
C -0.9138 -0.5892 -0.6203
C 2.0670 -1.1836 -0.0628
C -0.1421 -1.0728 0.5417
C 0.4616 0.3642 0.2366
C 0.9665 -1.9432 0.1333
C 1.7926 0.1888 0.0196
C 2.7567 1.2801 -0.2958
C -3.0201 0.2269 0.4619
H -0.5955 -0.8836 -1.5909
H 3.5517 1.2319 0.4195
H 1.1261 -3.0137 0.2322
H -4.1055 0.2149 0.0450
H 3.0588 1.1575 -1.3195
H -0.0376 1.2697 0.5922
H -2.8268 -0.2978 1.3999
H 2.3260 2.3196 -0.3050
H 3.0274 -1.6211 -0.2681
H -2.4374 0.3222 -1.4943
H -0.5984 -1.3259 1.4402
H -2.8297 1.2155 0.6875
*
```

Here are the Löwdin charges for atoms 1 to 4, given in e: 0.011 -0.044 -0.008 -0.171

=====

Record 3
This record from the OMol25 dataset describes the molecule C14H20ClN3OS. The level of theory is ωB97M-V with the def2-TZVPD basis set.

Lowest unoccupied orbital energy ... 0.62 eV
Structure (SMILES) ... COCCNC(=S)N1CCN(c2ccc(Cl)cc2)CC1
Strongest force on any atom ... 0.602 eV/Å
Energy above the lowest of the compared OMol25 structures with the same formula, charge and spin ... 0.535 eV
Gap between HOMO and LUMO ... 8.357 eV
HOMO ... -7.73 eV

ORCA input file:
```
! RIJCOSX wB97M-V def2-TZVPD def2/J DEFGRID3
* xyz 0 1
Cl -2.2139 6.5359 2.1357
S -1.3334 -3.2109 -0.8876
O 3.6114 -2.1162 -2.8569
N -0.2420 -0.8953 -0.2073
N -1.6436 0.6587 1.7372
N 1.1576 -2.7636 -0.2008
C -0.4070 -0.0126 2.0537
C 0.4997 -0.1882 0.8185
C -0.6418 2.8705 2.0374
C -2.0341 4.8185 2.0082
C -0.7857 4.2404 2.1493
C -1.7413 2.0411 1.7891
C -0.0916 -2.2235 -0.4182
C -2.3676 -0.0859 0.7275
C -1.4954 -0.2457 -0.5263
C 3.8152 -2.4745 -4.2005
C -2.9955 2.6548 1.6683
C -3.1426 4.0215 1.7702
C 2.4613 -2.7017 -2.2998
C 2.3365 -2.2201 -0.8496
H 2.2951 -1.1315 -0.8596
H 3.2216 -2.5333 -0.2903
H 4.7271 -1.9741 -4.5187
H -2.0172 -0.8412 -1.2758
H 0.0781 4.8589 2.3371
H -4.1192 4.4695 1.6753
H 0.1197 0.5174 2.8461
H -3.8778 2.0537 1.5163
H 1.5625 -2.4072 -2.8659
H -2.6071 -1.0768 1.1255
H 0.3499 2.4603 2.1414
H -1.2657 0.7443 -0.9360
H -0.6655 -1.0109 2.4265
H 0.7967 0.7896 0.4251
H -3.2933 0.4163 0.4590
H 1.1180 -3.7739 -0.2886
H 2.9780 -2.1481 -4.8296
H 3.9346 -3.5595 -4.3093
H 2.5349 -3.8013 -2.3308
H 1.3831 -0.7556 1.1043
*
```

Here are the Löwdin charges for atoms 1 to 4, given in e: 0.653 0.653 -0.189 -0.119

=====

What did the third record say?
This record from the OMol25 dataset describes the molecule C14H20ClN3OS. The level of theory is ωB97M-V with the def2-TZVPD basis set.

Lowest unoccupied orbital energy ... 0.62 eV
Structure (SMILES) ... COCCNC(=S)N1CCN(c2ccc(Cl)cc2)CC1
Strongest force on any atom ... 0.602 eV/Å
Energy above the lowest of the compared OMol25 structures with the same formula, charge and spin ... 0.535 eV
Gap between HOMO and LUMO ... 8.357 eV
HOMO ... -7.73 eV

ORCA input file:
```
! RIJCOSX wB97M-V def2-TZVPD def2/J DEFGRID3
* xyz 0 1
Cl -2.2139 6.5359 2.1357
S -1.3334 -3.2109 -0.8876
O 3.6114 -2.1162 -2.8569
N -0.2420 -0.8953 -0.2073
N -1.6436 0.6587 1.7372
N 1.1576 -2.7636 -0.2008
C -0.4070 -0.0126 2.0537
C 0.4997 -0.1882 0.8185
C -0.6418 2.8705 2.0374
C -2.0341 4.8185 2.0082
C -0.7857 4.2404 2.1493
C -1.7413 2.0411 1.7891
C -0.0916 -2.2235 -0.4182
C -2.3676 -0.0859 0.7275
C -1.4954 -0.2457 -0.5263
C 3.8152 -2.4745 -4.2005
C -2.9955 2.6548 1.6683
C -3.1426 4.0215 1.7702
C 2.4613 -2.7017 -2.2998
C 2.3365 -2.2201 -0.8496
H 2.2951 -1.1315 -0.8596
H 3.2216 -2.5333 -0.2903
H 4.7271 -1.9741 -4.5187
H -2.0172 -0.8412 -1.2758
H 0.0781 4.8589 2.3371
H -4.1192 4.4695 1.6753
H 0.1197 0.5174 2.8461
H -3.8778 2.0537 1.5163
H 1.5625 -2.4072 -2.8659
H -2.6071 -1.0768 1.1255
H 0.3499 2.4603 2.1414
H -1.2657 0.7443 -0.9360
H -0.6655 -1.0109 2.4265
H 0.7967 0.7896 0.4251
H -3.2933 0.4163 0.4590
H 1.1180 -3.7739 -0.2886
H 2.9780 -2.1481 -4.8296
H 3.9346 -3.5595 -4.3093
H 2.5349 -3.8013 -2.3308
H 1.3831 -0.7556 1.1043
*
```

Here are the Löwdin charges for atoms 1 to 4, given in e: 0.653 0.653 -0.189 -0.119

=====

> Which formula does entry 2 have?

C8H12N